Density functional theory data (the ωB97M-V functional and the def2-TZVPD basis) for an isolated molecule of C7H12 in a non-equilibrium geometry.

Geometry as XYZ:
```
19
Properties=species:S:1:pos:R:3:forces:R:3
C 2.4671 0.3287 -0.8093 -0.0386 0.1024 0.1018
C 1.1470 -0.4391 -0.6926 -0.1473 0.0738 0.1555
C 0.2555 -0.1651 0.5581 0.0613 -0.2124 0.2296
C -0.6406 1.1209 0.8332 1.0812 -0.5846 -0.2151
C -1.9026 0.2524 0.8827 0.0652 0.0513 0.0916
C -2.0752 -0.4198 -0.4278 0.0399 -0.1182 -0.1994
C -1.0448 -0.9499 0.5467 0.0847 -0.6109 0.0775
H 3.0613 -0.0141 -1.6681 -0.2297 0.0313 0.1876
H 3.0868 0.1932 0.0841 -0.1008 0.0539 -0.0679
H 2.2968 1.4018 -0.9448 0.0238 -0.0783 0.0717
H 0.5863 -0.3318 -1.6347 -0.0785 0.1544 0.3482
H 1.3858 -1.5163 -0.6453 -0.1263 0.2589 0.0789
H 0.8727 -0.3017 1.4461 -0.0857 -0.5556 0.0810
H -0.3377 1.6504 -0.0530 -1.2393 1.5433 -0.3201
H -0.4844 1.6571 1.7785 0.4354 -0.1341 -0.5012
H -2.6790 0.2798 1.6465 0.2504 0.2693 -0.2593
H -2.9390 -1.0688 -0.5448 0.1091 0.1294 0.0558
H -1.8145 0.1438 -1.3230 0.1188 -0.2400 0.0878
H -1.1229 -1.9614 0.9162 -0.2237 -0.1339 -0.0040
```
Positions in Å, forces in eV/Å.

HOMO-LUMO gap, eV: 10.5
SMILES: CC[C@H]1C[C@H]2C[C@@H]12
HOMO energy, eV: -9.3
Energy above the lowest of the compared OMol25 structures with the same formula, charge and spin, eV: 1.937

What are the Mulliken partial charges on each atom? They are as follows, in elementary charge units: -1.19, -0.50, 0.01, -0.83, -0.15, -0.72, -0.42, 0.37, 0.31, 0.29, 0.29, 0.33, 0.37, 0.36, 0.25, 0.35, 0.27, 0.17, 0.43

---

Density functional theory data (the ωB97M-V functional and the def2-TZVPD basis) for a structure of composition H26O13Xe in a non-equilibrium geometry.

Geometry as XYZ:
```
40
Properties=species:S:1:pos:R:3:forces:R:3
Xe 0.8291 -18.9158 -13.4668 -0.0687 -0.1253 -0.0686
O -1.9041 -22.2339 -13.5119 -0.2970 0.1364 -1.4597
H -2.7907 -22.5275 -13.3023 -0.1809 -0.0886 -0.0252
H -1.5134 -22.0254 -12.6632 0.4231 0.0058 1.1731
O 0.6978 -16.1228 -11.1526 -0.0337 0.0477 0.6541
H -0.1327 -16.3265 -11.5828 -0.7351 -0.1294 -0.0762
H 1.2893 -15.8932 -11.8693 0.5596 -0.1949 -0.3288
O -0.8379 -22.1509 -11.0710 -0.7216 -0.8344 -0.1499
H -0.9233 -21.3036 -10.6341 -0.0254 0.8782 0.4248
H 0.0782 -22.1877 -11.3462 0.3869 0.0170 -0.1516
O 3.7926 -20.1526 -12.0973 0.3627 0.0883 0.3546
H 3.8553 -20.0660 -13.0485 0.1912 0.1227 -0.4627
H 2.9540 -20.5903 -11.9509 -0.2693 -0.1077 0.2525
O -2.4132 -18.0223 -15.2133 0.1462 1.1742 0.4153
H -3.1580 -18.0843 -14.6153 -0.2938 -0.0231 0.0731
H -2.2605 -18.9225 -15.5006 0.0640 -0.8864 -0.3765
O 1.7152 -22.1099 -11.8167 0.1859 0.0855 -0.0463
H 2.0788 -22.7756 -11.2328 0.2464 -0.2133 0.3265
H 2.0391 -22.3494 -12.6850 0.0059 -0.1243 -0.3702
O -2.1266 -20.6293 -15.9229 -0.0928 0.3644 -0.5380
H -1.3863 -20.7872 -16.5087 0.1203 -0.0653 -0.2479
H -1.8412 -20.9745 -15.0770 -0.0161 -0.7014 0.8977
O 2.7748 -15.9999 -12.9703 0.1868 -0.0209 0.7568
H 2.3709 -16.0913 -13.8333 -0.1524 -0.0048 -0.7567
H 2.8005 -15.0556 -12.8162 0.2926 0.3483 -0.0659
O 4.1889 -20.4404 -15.0765 -0.1176 0.2198 0.1127
H 4.9457 -21.0081 -15.2224 0.3133 -0.1130 0.0120
H 3.4458 -20.9392 -15.4160 -0.2555 -0.0804 -0.1556
O -1.8996 -16.7474 -12.4919 0.1048 0.1384 0.5033
H -1.6277 -17.3173 -13.2113 0.0155 -0.3284 -0.5118
H -2.3425 -16.0149 -12.9203 -0.1043 0.2304 -0.1027
O -0.8944 -19.6507 -9.9918 -0.6383 -0.3707 -0.2290
H -0.0413 -19.2738 -9.7763 0.8659 0.5440 0.1930
H -1.3676 -19.6648 -9.1598 -0.1743 0.0996 0.2042
O 1.4626 -18.1194 -9.3316 -0.0740 -0.7136 0.4851
H 2.3573 -18.4535 -9.2662 0.2308 -0.1761 0.0662
H 1.4730 -17.5556 -10.1051 -0.3379 0.8361 -0.6026
O 1.8934 -15.9408 -15.5707 0.0056 0.1300 -0.0271
H 0.9849 -15.9688 -15.8709 -0.3719 0.0193 -0.0176
H 2.3575 -16.5412 -16.1541 0.2533 -0.1841 -0.1345
```
Positions in Å, forces in eV/Å.

HOMO-LUMO gap, eV: 10.4
HOMO energy, eV: -10.7
Energy above the lowest of the compared OMol25 structures with the same formula, charge and spin, eV: 0.366

What are the Mulliken partial charges on each atom? They are as follows, in elementary charge units: 0.03, -0.68, 0.31, 0.41, -0.73, 0.31, 0.39, -0.80, 0.47, 0.41, -0.62, 0.34, 0.30, -0.69, 0.31, 0.39, -0.74, 0.31, 0.33, -0.71, 0.32, 0.39, -0.69, 0.38, 0.32, -0.63, 0.31, 0.31, -0.61, 0.27, 0.30, -0.68, 0.37, 0.30, -0.67, 0.34, 0.37, -0.66, 0.32, 0.31

---

Density functional theory data (the ωB97M-V functional and the def2-TZVPD basis) for an isolated molecule of C5H12N2 in a non-equilibrium geometry.

Geometry as XYZ:
```
19
Properties=species:S:1:pos:R:3:forces:R:3
N -1.0219 -1.7109 1.9242 0.1154 0.3237 -0.2657
C 0.1936 -1.2771 1.1846 -0.9298 -0.5335 1.1592
C -0.1307 -0.4796 -0.0468 0.3056 0.3237 -1.4826
C -0.6894 0.9175 0.2215 -0.1088 -0.7095 0.4246
C -0.2413 1.7624 -0.9583 -0.2867 0.4041 -0.1391
C 1.0100 1.0890 -1.5293 -0.3762 -0.5167 0.4980
N 1.0782 -0.2087 -0.8477 0.0943 -0.1557 0.5132
H -1.7679 -1.9047 1.2634 -0.0132 -0.1584 0.0290
H -1.3369 -0.9067 2.4544 -0.2020 -0.1053 0.1059
H 0.7226 -0.6831 1.9368 0.4487 0.0603 -0.5047
H 0.7743 -2.1752 0.9794 0.1796 0.1173 -0.2762
H -0.8438 -1.0233 -0.6961 -0.0997 -0.1721 0.4240
H -1.7689 0.9115 0.3623 -0.0635 -0.0058 -0.1075
H -0.2688 1.2041 1.1820 0.2232 0.5889 0.0262
H -0.0763 2.7878 -0.6479 0.1644 0.2212 -0.0379
H -1.0121 1.8073 -1.7376 0.0121 -0.1283 0.2464
H 0.8872 0.9831 -2.6002 0.2356 -0.0011 -0.3559
H 1.9151 1.6359 -1.3056 0.2396 0.3295 -0.1446
H 1.3092 -0.9911 -1.4401 0.0615 0.1177 -0.1121
```
Positions in Å, forces in eV/Å.

HOMO-LUMO gap, eV: 9.6
SMILES: NC[C@H]1CCCN1
HOMO energy, eV: -8.5
Energy above the lowest of the compared OMol25 structures with the same formula, charge and spin, eV: 0.652

What are the Mulliken partial charges on each atom? They are as follows, in elementary charge units: -0.63, -0.95, 0.47, -0.76, -0.59, -0.51, -0.45, 0.27, 0.29, 0.39, 0.29, 0.15, 0.30, 0.32, 0.32, 0.29, 0.25, 0.31, 0.26

---

Density functional theory data (the ωB97M-V functional and the def2-TZVPD basis) for a cluster of 3 separate species, C5H15NO2 in total in a non-equilibrium geometry.

Geometry as XYZ:
```
23
Properties=species:S:1:pos:R:3:forces:R:3
C 1.5782 0.1369 0.3301 0.4164 0.2946 -0.3934
C 2.3283 0.4013 -0.9437 0.1518 0.0537 0.1170
O 1.8135 -1.1392 0.8455 0.0860 -0.3503 0.0284
O 1.9191 1.1161 1.2771 0.2472 0.3318 0.4512
H 2.7756 -1.2883 0.9346 -0.1524 0.0801 -0.0142
H 1.4758 0.8768 2.1018 0.1264 0.0579 -0.1589
H -0.0783 0.7454 -0.1056 -1.4086 -3.4742 0.6967
H 3.4169 0.3447 -0.7785 0.0745 -0.0164 -0.0047
H 2.0623 -0.3406 -1.6975 0.0050 0.0452 0.0122
H 2.1084 1.4001 -1.3261 0.0129 -0.0586 -0.0054
C -2.4414 1.0576 -0.5949 -0.2161 -0.1459 -0.0980
C -1.1715 -0.3681 1.4127 0.3426 -0.1706 0.0609
C -0.8100 -1.1427 -0.9700 0.3120 -0.0720 0.1380
N -0.8835 -0.0792 0.0187 -0.3285 4.2959 -1.2391
H -1.0535 0.5510 1.9870 0.0228 0.0093 -0.0728
H -0.0957 -1.9034 -0.6497 -0.1257 -0.0995 -0.0684
H -2.0526 1.5294 -1.4957 0.0569 -0.1583 0.1041
H -3.2810 0.3956 -0.7937 0.1194 -0.0705 0.0458
H -2.6558 1.7805 0.1893 0.1964 -0.1651 0.0744
H -0.4694 -1.1126 1.7950 -0.1907 -0.0979 0.0639
H -2.2102 -0.6824 1.5234 0.1245 -0.2282 -0.0437
H -0.4734 -0.7162 -1.9144 0.0497 0.0438 0.0723
H -1.8019 -1.5627 -1.1453 0.0776 -0.1049 0.2337
```
Positions in Å, forces in eV/Å.

HOMO-LUMO gap (alpha / beta), eV: 7.1 / 5.6
HOMO energy (alpha / beta), eV: -6.4 / -5.2
Energy above the lowest of the compared OMol25 structures with the same formula, charge and spin, eV: 6.304

What are the Mulliken partial charges on each atom? They are as follows, in elementary charge units: 0.18, -1.41, -0.45, -0.54, 0.26, 0.33, 0.72, 0.44, 0.30, 0.32, -0.88, -0.98, -0.94, -0.41, 0.33, 0.35, 0.32, 0.31, 0.32, 0.38, 0.38, 0.32, 0.39

---

Density functional theory data (the ωB97M-V functional and the def2-TZVPD basis) for a structure of composition C5H4O3S2 in a non-equilibrium geometry.

Geometry as XYZ:
```
14
Properties=species:S:1:pos:R:3:forces:R:3
C 1.4311 0.9143 -0.8662 -0.3460 -0.1806 0.0318
C 1.8225 0.2965 1.0403 -2.4846 -1.0017 -1.1961
C -0.8290 0.3459 0.3405 -0.0554 0.0378 0.0420
C -1.8157 -0.6141 -0.3144 0.1371 -0.3875 -0.0826
C 0.5973 -0.0458 -0.0283 1.7904 -0.0643 1.3374
O 1.3807 1.4012 -1.9358 0.1414 0.1060 0.0023
O 2.1416 -0.0124 2.1268 0.3077 0.2948 -0.0357
O 2.4118 1.1179 0.1151 0.7744 0.5395 -0.1416
S -1.1792 -2.2876 0.0239 -0.2528 0.1958 0.0613
S 0.6779 -1.7569 -0.6758 0.0556 0.3360 -0.0580
H -1.0254 1.3717 0.0204 0.0019 0.0068 0.0619
H -0.9356 0.2874 1.4272 0.0343 0.0225 -0.1116
H -2.8090 -0.5457 0.1207 -0.0827 0.0543 0.0320
H -1.8689 -0.4722 -1.3944 -0.0213 0.0405 0.0569
```
Positions in Å, forces in eV/Å.

HOMO-LUMO gap, eV: 9.0
HOMO energy, eV: -8.9
Energy above the lowest of the compared OMol25 structures with the same formula, charge and spin, eV: 0.000

What are the Mulliken partial charges on each atom? They are as follows, in elementary charge units: 0.10, 0.40, -0.70, -0.74, 1.04, -0.49, -0.47, -0.35, -0.11, -0.15, 0.36, 0.32, 0.43, 0.34

---

Density functional theory data (the ωB97M-V functional and the def2-TZVPD basis) for a cluster of 2 separate species, C2H8 in total.

Geometry as XYZ:
```
10
Properties=species:S:1:pos:R:3:forces:R:3
C -1.4025 -0.9400 -0.3936 -0.0514 0.0461 -0.0501
H -0.9114 0.0426 -0.4524 -0.3299 -0.5151 0.0162
H -2.1228 -1.0403 -1.2189 0.2469 0.0116 0.3085
H -1.9308 -1.0292 0.5671 0.1843 0.0305 -0.3447
H -0.6448 -1.7337 -0.4700 -0.2586 0.2975 0.0277
C 1.4025 0.9400 0.3937 0.0756 0.0879 0.0263
H 0.7564 0.5849 1.2101 0.2456 0.1358 -0.3123
H 2.1648 0.1789 0.1712 -0.2851 0.2708 0.0741
H 1.8957 1.8754 0.6966 -0.1605 -0.3447 -0.1067
H 0.7930 1.1215 -0.5038 0.3330 -0.0203 0.3610
```
Positions in Å, forces in eV/Å.

HOMO-LUMO gap, eV: 13.9
SMILES: C.C
HOMO energy, eV: -12.8
Energy above the lowest of the compared OMol25 structures with the same formula, charge and spin, eV: 0.053

What are the Mulliken partial charges on each atom? They are as follows, in elementary charge units: -0.80, 0.05, 0.28, 0.24, 0.23, -0.95, 0.23, 0.23, 0.29, 0.20

---

Density functional theory data (the ωB97M-V functional and the def2-TZVPD basis) for a structure of composition C17H31N4OPb3 in a non-equilibrium geometry.

Geometry as XYZ:
```
56
Properties=species:S:1:pos:R:3:forces:R:3
Pb 2.0386 3.7582 1.8583 -0.3874 -2.6915 2.1654
Pb -0.1792 5.0263 -1.7486 -2.2872 -1.6399 -0.3773
Pb 2.8768 2.5747 -2.0611 -0.2203 -3.1082 -0.1238
C 0.0504 1.5561 -0.2063 -0.5446 -1.0920 1.4355
O 0.6110 2.8001 -0.5036 2.1709 3.8000 -1.7927
H -1.0033 1.6138 0.0664 -0.2404 0.1596 -0.6042
H 0.2448 0.8055 -0.9724 -0.1678 0.0715 0.1103
H 0.5204 1.3009 0.7435 0.1602 -0.8957 -0.0648
C -4.4280 1.5065 0.4140 0.4141 0.8739 -1.7870
C -5.1764 1.5330 -0.9985 0.4571 -1.6557 1.1530
C -4.8894 2.6702 -2.0291 0.0789 -0.0618 1.4412
C -3.4612 2.8812 -2.3871 -2.6958 -0.2524 0.3954
N -2.4035 3.1543 -2.7265 2.8043 1.2252 0.4936
H -3.3716 1.7416 0.2842 0.4863 0.3764 -0.2105
H -4.3526 0.5167 0.8641 -0.8883 0.0665 -0.0099
H -4.8318 2.2861 1.0601 -0.1174 -0.3933 0.2495
H -6.2155 1.4291 -0.6862 -0.3212 0.9291 -0.6280
H -5.0541 0.5540 -1.4619 0.4636 0.0721 -0.2879
H -5.2004 3.5969 -1.5468 0.2209 0.4472 0.0714
H -5.5201 2.6700 -2.9181 0.2266 -0.5187 -0.2577
C 4.1579 -2.2205 0.0949 -1.8268 -0.2273 -0.9926
C 4.6121 -2.1801 1.5218 2.4727 0.3016 -0.8239
C 3.7428 -1.3679 2.4892 0.3298 -0.7183 -0.4514
C 3.4591 -0.0228 2.0511 -1.1951 4.7282 -1.3671
N 3.1638 1.0927 1.7260 0.7708 -3.1749 0.8169
H 4.5674 -1.5503 -0.6610 0.6243 0.2636 0.4948
H 3.1007 -1.9562 0.1175 -0.6169 -0.1966 -0.3538
H 4.2141 -3.2130 -0.3521 0.0833 -0.0314 0.1783
H 5.6146 -1.7600 1.4407 0.1597 0.2218 0.7181
H 4.8221 -3.1991 1.8470 -0.5868 0.1652 0.6311
H 4.2275 -1.2944 3.4627 -0.2246 -0.1217 0.2652
H 2.7864 -1.8904 2.5105 -0.2456 0.0817 0.5651
C 1.9938 -3.0753 -4.4222 1.0747 -0.0025 1.0415
C 0.6727 -2.5140 -3.8985 0.8125 -0.2464 -2.1353
C 0.7044 -1.8661 -2.5048 -0.6799 -2.3038 -0.0258
C 1.7011 -0.8887 -2.3835 0.9192 2.0848 -0.0505
N 2.5019 -0.0475 -2.2944 -0.4593 1.4355 0.2046
H 2.0513 -3.3723 -5.4693 -0.6781 0.1575 0.0335
H 2.3195 -3.9433 -3.8489 -0.0625 -0.1060 0.0559
H 2.7795 -2.3304 -4.2962 0.2885 0.1521 -0.0687
H -0.0283 -3.3396 -4.0209 -0.5680 0.4901 0.6462
H 0.4477 -1.7167 -4.6070 -0.6831 -0.0072 0.0245
H 0.9554 -2.5967 -1.7358 0.1149 -0.4494 0.1578
H -0.3126 -1.5645 -2.2539 0.1061 0.7023 0.1195
C -2.5327 0.6852 3.7151 0.8163 0.0991 0.8104
C -1.6579 -0.3407 3.0020 -0.2221 0.1551 0.1240
C -0.1225 -0.3650 3.2693 -0.3324 1.2550 0.1943
C 0.4138 1.0126 3.5089 0.6764 1.2955 0.0974
N 0.8399 2.0963 3.6869 -0.3616 -1.2705 -1.8069
H -3.5842 0.4739 3.5205 0.1193 0.2842 -0.0658
H -2.2141 1.6751 3.3885 -0.4927 0.2630 -0.3563
H -2.3874 0.7547 4.7931 -0.1200 -0.5139 0.1452
H -1.7906 -0.0560 1.9582 0.1399 -0.5573 -0.3557
H -2.0149 -1.3587 3.1575 0.0064 0.0390 -0.1076
H 0.3206 -0.7459 2.3491 0.4721 0.0589 0.0626
H 0.2206 -0.9895 4.0941 -0.2437 -0.0193 0.2031
```
Positions in Å, forces in eV/Å.

HOMO-LUMO gap, eV: 3.9
HOMO energy, eV: -22.8
Net charge: +5

What are the Mulliken partial charges on each atom? They are as follows, in elementary charge units: 1.57, 1.56, 1.53, 0.41, -0.67, -0.24, -0.14, 0.00, -0.32, -0.80, -0.46, 0.35, -0.47, -0.38, 0.35, 0.38, 0.43, 0.38, 0.29, 0.44, -0.58, -0.71, -0.42, 0.16, -0.31, 0.30, -0.13, 0.40, 0.32, 0.42, 0.49, 0.22, -1.24, -0.50, -0.15, 0.25, -0.48, 0.37, 0.33, 0.34, 0.36, 0.27, 0.39, 0.40, -1.27, -0.35, 0.04, 0.47, -0.65, 0.37, 0.33, 0.39, -0.01, 0.38, 0.05, 0.53

---

Density functional theory data (the ωB97M-V functional and the def2-TZVPD basis) for a cluster of 2 separate species, BrClINO in total in a non-equilibrium geometry.

Geometry as XYZ:
```
5
Properties=species:S:1:pos:R:3:forces:R:3
N -1.1162 -0.3508 1.3784 0.6384 -0.5661 -0.3238
O -0.2552 -1.0718 0.9835 -0.8761 0.5668 -0.1005
Cl 1.2084 -2.0745 2.9560 -0.1936 -0.8306 0.9505
Br -2.3563 0.4337 0.0491 -0.3573 0.2757 -0.1784
I 2.7638 -0.7541 1.9875 0.7885 0.5542 -0.3479
```
Positions in Å, forces in eV/Å.

HOMO-LUMO gap (alpha / beta), eV: 7.8 / 6.8
Multiplicity: 3
HOMO energy (alpha / beta), eV: -8.9 / -9.8
Energy above the lowest of the compared OMol25 structures with the same formula, charge and spin, eV: 0.000
<S²>: 2.01

What are the Mulliken partial charges on each atom? They are as follows, in elementary charge units: 0.17, -0.18, -0.23, 0.02, 0.21